Molecular formula: C29H64AsI2N9NaO4P2Si2
Method: DFT, ωB97M-V/def2-TZVPD

The total charge is -1. As for the HOMO-LUMO gap: 5.3 eV. The LUMO energy is 1.90 eV. The HOMO energy is -3.3675 eV.

Each line ends with the Löwdin charge.
Cartesian coordinates (Å):
Na (-1.20, 0.48, 0.73)  0.137
N (-2.35, -0.28, 2.79)  0.027
C (-3.02, 0.83, 3.44)  -0.244
C (-2.02, 1.92, 3.84)  -0.174
N (-1.23, 2.43, 2.73)  -0.142
C (-1.91, 3.26, 1.79)  -0.210
C (-2.14, 3.52, -0.59)  -0.300
N (-2.13, 2.67, -1.74)  0.054
C (0.14, 2.80, 3.01)  -0.172
C (1.14, 2.33, 1.95)  -0.252
N (1.05, 0.89, 1.77)  0.033
H (-3.01, -0.95, 2.41)  0.072
H (-1.73, -0.80, 3.41)  0.032
H (-3.57, 0.56, 4.35)  0.110
H (-3.75, 1.24, 2.73)  0.077
H (-1.33, 1.48, 4.56)  0.106
H (-2.57, 2.71, 4.37)  0.121
H (-1.70, 4.33, 1.97)  0.137
H (-2.99, 3.08, 1.84)  0.119
H (-1.66, 4.48, -0.83)  0.111
H (-3.18, 3.70, -0.29)  0.115
H (-1.18, 2.37, -1.91)  -0.002
H (-2.67, 1.84, -1.50)  0.056
H (0.43, 2.36, 3.97)  0.111
H (0.24, 3.89, 3.12)  0.117
H (2.14, 2.69, 2.25)  0.105
H (0.89, 2.79, 0.99)  0.088
H (1.40, 0.37, 2.57)  0.030
H (1.53, 0.56, 0.95)  0.052
I (-6.52, 2.12, 0.90)  0.843
C (-5.80, 0.27, 0.25)  -0.647
C (-6.70, -0.77, -0.02)  -0.258
C (-6.25, -1.99, -0.45)  -0.690
I (-7.66, -3.49, -0.83)  0.835
C (-4.86, -2.22, -0.62)  -0.219
C (-4.29, -3.45, -1.03)  -0.055
C (-2.93, -3.58, -1.13)  -0.050
C (-2.12, -2.47, -0.82)  -0.161
N (-2.61, -1.31, -0.46)  0.125
C (-3.95, -1.17, -0.35)  -0.137
C (-4.41, 0.16, 0.08)  -0.473
O (-3.59, 1.09, 0.29)  -0.130
H (-7.76, -0.60, 0.12)  0.068
H (-4.94, -4.29, -1.25)  0.052
H (-2.48, -4.51, -1.43)  0.092
H (-1.04, -2.56, -0.84)  0.067
C (2.69, 5.68, -2.21)  -0.152
N (2.82, 4.23, -2.12)  -0.400
C (3.43, 3.85, -0.84)  -0.138
P (1.35, 3.40, -2.47)  0.967
O (-1.43, 2.92, 0.49)  -0.162
O (2.12, 1.88, -2.49)  -0.407
P (1.29, 0.55, -2.23)  0.429
O (0.33, 0.58, -1.11)  -0.262
N (2.52, -0.52, -1.98)  -0.286
C (3.77, -0.48, -2.72)  -0.112
C (2.16, -1.84, -1.47)  -0.106
N (0.46, 0.31, -3.65)  -0.285
C (1.20, 0.19, -4.89)  -0.119
C (-0.81, -0.40, -3.64)  -0.088
N (1.18, 3.80, -4.07)  -0.409
C (-0.15, 3.80, -4.64)  -0.128
C (2.26, 3.84, -5.04)  -0.126
H (2.05, 6.10, -1.42)  0.080
H (2.27, 5.96, -3.17)  0.063
H (3.68, 6.13, -2.11)  0.080
H (2.85, 4.18, 0.02)  0.073
H (4.43, 4.30, -0.78)  0.081
H (3.54, 2.77, -0.78)  0.070
H (4.01, 0.54, -3.01)  0.071
H (3.74, -1.12, -3.62)  0.079
H (4.57, -0.85, -2.08)  0.085
H (1.31, -1.78, -0.79)  0.023
H (2.99, -2.24, -0.88)  0.078
H (1.95, -2.55, -2.28)  0.083
H (2.13, 0.76, -4.84)  0.064
H (0.61, 0.58, -5.72)  0.079
H (1.44, -0.86, -5.12)  0.084
H (-1.29, -0.28, -2.68)  0.057
H (-0.68, -1.47, -3.84)  0.086
H (-1.46, 0.02, -4.42)  0.087
H (-0.90, 3.75, -3.85)  0.052
H (-0.30, 2.94, -5.30)  0.072
H (-0.32, 4.71, -5.23)  0.080
H (3.22, 3.77, -4.52)  0.074
H (2.24, 4.78, -5.60)  0.080
H (2.18, 3.01, -5.75)  0.071
C (3.34, -1.78, 3.55)  -0.242
Si (1.59, -2.43, 3.87)  0.076
C (0.76, -1.13, 4.98)  -0.252
C (1.85, -3.92, 5.02)  -0.248
As (0.28, -2.76, 2.01)  0.634
Si (1.16, -4.79, 1.40)  0.075
C (0.61, -6.28, 2.43)  -0.246
C (3.05, -4.91, 1.33)  -0.241
C (0.56, -5.18, -0.35)  -0.245
H (3.88, -1.60, 4.49)  0.017
H (3.33, -0.85, 2.98)  0.001
H (3.91, -2.51, 2.97)  0.002
H (1.41, -0.84, 5.81)  0.022
H (-0.17, -1.54, 5.40)  0.021
H (0.48, -0.23, 4.43)  -0.019
H (2.38, -3.61, 5.93)  0.017
H (2.44, -4.70, 4.54)  0.001
H (0.89, -4.35, 5.31)  0.020
H (0.95, -6.20, 3.46)  -0.003
H (0.99, -7.21, 2.01)  0.016
H (-0.49, -6.33, 2.44)  0.017
H (3.50, -4.78, 2.31)  0.000
H (3.47, -4.14, 0.68)  0.002
H (3.36, -5.89, 0.94)  0.017
H (-0.53, -5.24, -0.36)  -0.001
H (0.95, -6.14, -0.70)  0.021
H (0.86, -4.41, -1.07)  -0.005